[1]
DFT (ωB97M-V with the def2-TZVPD basis set) results for a 2-piece molecular cluster, C6H16 overall.

ORCA input file:
```
! RIJCOSX wB97M-V def2-TZVPD def2/J DEFGRID3
* xyz -1 2
C 2.10783 -0.46595 -1.05108
C 0.78271 -0.95598 -1.63844
C 2.29911 -0.74345 0.41993
H 2.87067 -0.93714 -1.67996
H 2.17942 0.58452 -1.33124
H -0.09807 -0.67441 -1.05491
H 1.83158 -1.70664 0.64386
H 0.65109 -2.03129 -1.78194
H 0.61834 -0.39288 -2.57055
H 3.32662 -0.88029 0.74987
H 1.78467 -0.07023 1.10358
C -1.26250 0.68586 1.17866
C -2.29968 -0.39582 0.82647
C -1.34660 1.97519 0.34319
H -1.50880 0.87224 2.22929
H -0.24234 0.34476 1.07585
H -2.65769 -0.95495 1.69212
H -2.04036 2.76464 0.63677
H -0.31558 2.34325 0.38615
H -1.92653 -1.20633 0.19629
H -3.15037 0.07474 0.32599
H -1.60350 1.77018 -0.69991
*
```

The HOMO energy (spin up / spin down) comes out at 0.057 / -0.283 Ha. The LUMO energy (spin up / spin down) is 4.064 / 4.110 eV. The orbital gap (spin up / spin down) is 2.5 / 11.8 eV. The energy relative to the best compared isomer or geometry (same formula, charge and spin) comes out at 10.6 kcal per mole.

[2]
DFT (ωB97M-V with the def2-TZVPD basis set) results for C18H24N2OPdS2 as an isolated structure.

ORCA input file:
```
! RIJCOSX wB97M-V def2-TZVPD def2/J DEFGRID3
* xyz 2 5
Pd 0.14250 0.09760 -0.07840
C -0.16740 1.25500 2.87430
N -0.00820 -0.02530 2.18190
C -1.18140 -0.91920 2.22450
C -2.44360 -0.33900 1.55030
N -2.18170 0.21690 0.20770
C -2.50810 -0.67580 -0.91520
C -2.77860 1.51460 0.02000
C -4.14910 1.69490 0.08820
C -4.71050 2.95840 -0.07970
C -3.89480 4.06810 -0.28550
C -2.52990 3.90920 -0.37940
C -1.95170 2.63060 -0.25190
S -0.24790 2.49900 -0.47800
C 1.22350 -0.65730 2.60970
C 1.30070 -1.27890 3.84720
C 2.49920 -1.80660 4.31210
C 3.65390 -1.71510 3.54510
C 3.60840 -1.07920 2.32480
C 2.40400 -0.54960 1.83060
S 2.50370 0.21130 0.26910
H -0.27390 1.10690 3.95450
H -1.04140 1.79240 2.50750
H 0.72280 1.86510 2.70940
H -1.45560 -1.17140 3.25660
H -0.88290 -1.84220 1.71540
H -2.87310 0.44570 2.17680
H -3.17530 -1.15270 1.50010
H -3.58960 -0.81060 -1.02470
H -2.04610 -1.65490 -0.76690
H -2.13250 -0.23580 -1.84800
H -4.80120 0.85180 0.26430
H -5.78560 3.07130 -0.05310
H -4.33000 5.05060 -0.38930
H -1.88470 4.75670 -0.56160
H 0.42750 -1.32570 4.48060
H 2.52960 -2.26560 5.28880
H 4.58820 -2.10980 3.91120
H 4.49400 -0.98250 1.71480
C -0.08760 -4.62160 0.35170
C 0.12050 -3.62610 -0.77830
O 0.57260 -2.34360 -0.29230
H -0.28980 -5.59740 -0.07660
H -0.92960 -4.34790 0.98190
H 0.80350 -4.70550 0.96850
H -0.81410 -3.44810 -1.31330
H 0.85540 -4.01410 -1.48980
H 1.50020 -2.47120 -0.05160
*
```

The HOMO energy (spin up / spin down) comes out at -0.547 / -0.585 Ha. The LUMO energy (spin up / spin down) is -5.317 / -9.186 eV. The orbital gap (spin up / spin down) is 9.6 / 6.7 eV.

Calculated total energy (eV), listed in the same order as above: -6479.489; -49216.461